Density functional theory data (ωB97M-V/def2-TZVPD) for a molecular structure, C19H21F3N4O2S in a non-equilibrium geometry.

CARTESIAN COORDINATES (ANGSTROEM)
O -2.8988 0.3320 -2.1118
C -2.6580 1.2313 -1.3133
N -3.5464 2.0107 -0.7385
C -4.8090 2.0239 -0.6526
C -5.4230 1.2697 -1.3996
C -6.8230 1.0501 -1.2961
C -7.5136 1.8991 -0.4083
C -6.8230 2.9329 0.0456
C -5.4152 2.9044 0.0494
C -4.7749 3.9433 0.9907
F -3.9677 4.5346 0.0958
F -3.8192 3.2856 1.7338
F -5.4891 4.8982 1.7101
H -7.4588 3.5220 0.7199
H -8.5979 2.0506 -0.6804
H -7.3870 0.2404 -1.8803
H -4.9665 0.4210 -1.8697
H -2.9329 2.5809 0.1037
C -1.1747 1.3921 -1.0107
H -0.4774 0.6105 -1.4632
H -0.7080 2.4525 -1.1257
C -0.8175 0.8085 0.6326
C -1.5514 -0.4313 0.8653
O -2.7126 -0.6687 0.9634
N -0.5470 -1.2194 0.9055
C 0.6774 -0.8920 1.2240
N 1.6952 -1.6376 1.6372
N 2.8563 -1.5797 1.6125
C 3.8868 -1.4658 0.9915
C 5.1908 -1.2517 1.4869
H 5.7481 -0.5129 0.7379
H 5.2428 -0.8560 2.3856
C 5.9491 -2.6024 1.3178
C 6.5898 -2.8144 0.0172
C 5.4924 -3.0111 -1.0785
C 4.6600 -1.8468 -1.6043
C 3.6012 -1.2701 -0.7195
H 2.6749 -2.2897 -0.6140
H 3.1802 -0.4438 -0.8797
H 4.4400 -1.9520 -2.5352
H 5.3961 -0.9224 -1.2759
H 4.7192 -4.0149 -0.6816
H 6.0043 -3.4750 -1.9755
H 7.1564 -3.7885 0.1182
H 7.3336 -2.1618 -0.4558
H 5.2165 -3.2616 1.7063
H 6.7834 -2.4525 2.1271
S 0.8384 0.9662 1.0842
H -0.8692 -2.1957 1.2653
H -1.1708 1.6575 1.2428

Charge: 0
Energy above the lowest of the compared OMol25 structures with the same formula, charge and spin in eV: 14.5430
Multiplicity: 1